# 1
{"formula": "C25H72ClCs2N2O18Ti", "method": "the ωB97M-V functional and the def2-TZVPD basis", "lumo_energy_ha": [0.0010, 0.0008], "gap_ha": [0.15503, 0.32015], "spin_multiplicity": 4, "energy_ha": -3808.99491, "homo_energy_ev": [-4.2, -8.7], "species": ["O", "H", "N", "H", "O", "H", "H", "H", "H", "H", "O", "H", "H", "C", "C", "O", "H", "H", "C", "H", "H", "H", "O", "O", "C", "H", "H", "O", "H", "H", "H", "C", "H", "C", "C", "H", "H", "H", "C", "H", "O", "O", "C", "H", "H", "H", "O", "H", "H", "H", "C", "C", "H", "H", "H", "C", "H", "Ti", "H", "C", "H", "H", "H", "H", "H", "H", "C", "H", "C", "H", "H", "H", "H", "H", "H", "O", "H", "O", "H", "C", "O", "H", "H", "O", "H", "O", "C", "H", "C", "C", "N", "H", "C", "H", "H", "C", "H", "Cl", "H", "H", "O", "H", "C", "C", "C", "H", "Cs", "Cs", "O", "H", "H", "H", "H", "H", "C", "H", "O", "H", "H", "H", "H"], "positions_angstrom": [[10.2149, 11.3946, 15.2379], [10.9800, 10.7324, 17.7868], [12.3068, 11.2605, 9.3097], [9.3362, 12.9083, 16.2574], [12.0095, 12.4471, 16.9101], [11.0075, 6.2930, 14.4742], [14.8252, 15.0161, 12.5289], [13.2011, 12.8574, 18.4514], [13.2728, 14.4199, 20.4679], [12.6740, 9.7763, 7.9623], [9.5696, 8.9605, 14.5069], [11.5947, 5.3686, 13.0335], [8.3107, 7.3502, 14.8191], [10.9327, 8.3991, 9.1344], [9.7329, 11.9241, 16.4442], [13.7255, 10.0187, 17.3063], [11.8708, 7.1852, 16.8325], [12.1649, 15.3432, 12.1959], [9.0008, 7.9698, 15.3435], [10.7092, 15.4595, 18.4979], [7.1941, 10.9945, 15.1379], [8.5942, 8.3811, 16.2602], [11.3125, 15.5120, 16.4150], [14.9131, 11.3193, 12.4305], [6.9573, 11.6524, 14.3042], [13.6496, 8.3743, 16.0770], [12.6980, 8.1224, 13.9445], [14.8351, 9.5138, 13.9267], [12.0331, 11.8291, 8.4744], [14.7978, 12.0536, 9.7973], [8.8776, 12.1043, 14.2722], [12.9536, 8.9768, 16.5896], [9.7561, 7.2626, 15.7360], [14.0841, 12.8678, 10.0289], [6.0709, 12.8049, 14.9634], [13.6217, 9.2322, 10.7957], [15.6268, 13.4243, 7.7490], [10.1141, 7.7736, 9.5432], [10.6717, 16.0679, 17.5322], [14.4554, 13.4646, 10.8404], [13.6698, 6.8931, 12.5937], [11.7674, 8.7376, 10.2088], [15.6113, 16.4301, 16.9005], [12.8930, 16.4174, 13.3078], [10.4582, 12.2922, 18.3434], [10.4434, 9.1780, 8.6326], [13.8824, 13.8533, 8.9657], [5.4128, 12.1719, 15.5793], [4.9237, 18.6754, 12.6348], [15.0178, 15.0929, 18.4668], [15.0532, 14.2327, 8.2301], [12.4890, 7.3139, 13.2912], [13.0620, 10.6818, 17.5090], [16.4159, 15.7699, 14.2829], [6.6058, 13.5469, 15.6237], [11.8965, 6.0925, 13.8620], [14.7664, 14.8489, 7.3659], [12.0528, 11.9719, 14.7012], [14.5376, 17.8697, 20.6803], [15.3423, 15.7631, 14.4847], [11.0250, 8.6101, 17.5132], [15.6340, 14.7662, 8.9371], [12.3866, 7.7754, 18.4142], [6.2118, 18.3564, 13.7642], [12.6903, 5.5869, 14.4078], [11.4690, 7.7206, 8.4533], [10.8172, 11.8452, 17.4364], [14.4506, 7.2411, 12.9988], [14.7526, 14.6922, 13.5936], [13.9873, 16.4551, 18.3665], [15.3152, 13.7654, 13.7848], [14.6137, 16.1461, 20.9358], [8.2220, 14.8733, 12.8327], [16.7167, 16.2820, 16.9510], [13.6283, 8.0971, 9.4061], [16.3459, 11.2627, 14.3047], [9.5824, 15.8943, 12.3897], [15.7613, 16.8222, 19.2802], [6.2678, 17.0089, 11.7439], [15.2313, 17.0505, 20.5786], [9.7610, 13.9683, 11.6487], [8.8910, 11.3110, 16.7940], [16.0989, 17.1701, 21.2621], [13.7686, 12.9345, 19.2391], [5.4681, 13.3258, 14.1682], [13.2929, 14.4339, 13.7161], [13.1627, 10.1986, 8.8841], [11.0641, 17.0357, 17.7389], [5.3706, 17.8774, 13.2367], [12.3967, 15.4456, 13.2674], [15.0613, 15.5060, 15.9076], [12.9690, 11.5946, 11.2853], [12.9500, 13.4119, 20.2916], [11.2852, 14.5249, 16.4739], [11.8434, 7.7806, 12.5393], [11.9886, 8.1089, 17.3955], [4.5762, 17.5418, 13.9663], [15.0626, 10.9164, 13.7966], [12.3179, 9.4794, 15.8180], [9.5814, 16.2611, 17.4223], [14.0559, 11.7471, 14.4960], [10.1268, 13.5789, 12.4158], [14.9926, 16.1595, 18.3213], [8.9942, 15.0928, 11.9992], [12.8148, 12.1528, 10.3623], [14.2054, 10.3723, 8.5646], [15.7310, 12.3823, 17.1060], [9.8900, 10.7301, 11.7088], [5.8036, 16.7610, 12.5423], [14.0365, 15.4154, 16.0097], [6.3825, 11.1297, 13.5885], [14.7999, 16.7514, 14.2460], [13.0522, 12.7891, 21.1702], [8.5839, 15.4093, 11.0947], [13.1516, 9.0124, 9.8623], [11.8960, 13.4756, 19.9305], [8.0637, 12.2826, 13.6636], [15.3690, 17.5081, 16.6182], [9.8255, 9.7371, 14.9817], [11.5493, 15.4925, 13.9560], [12.0351, 12.8414, 10.5893]], "forces_ev_per_angstrom": [[-0.59, 0.14, -0.69], [-0.20, 1.57, -0.94], [-0.28, 1.61, -0.80], [0.00, 0.88, 0.29], [-0.60, -0.37, 0.52], [0.35, -0.16, -0.05], [0.67, -0.29, 0.61], [-0.40, -0.15, -0.36], [0.03, 0.63, 0.68], [0.51, 0.46, 0.56], [-0.81, -2.11, -1.16], [0.34, 0.99, 0.95], [-0.83, -0.07, -0.53], [0.22, -2.75, 0.97], [-0.54, -1.53, -0.57], [-0.77, -1.67, -0.55], [-0.32, -0.04, -0.12], [-0.39, -0.47, 0.36], [1.61, 0.03, 0.83], [0.44, 0.46, -1.24], [0.64, -0.30, -0.24], [-0.64, 0.31, 0.01], [-0.02, -0.92, 0.16], [0.67, -0.33, -0.16], [0.02, 3.40, 1.53], [1.03, -0.57, -0.46], [0.34, 0.45, 1.13], [-0.30, 0.18, 0.58], [0.44, -0.57, 1.17], [0.22, 0.80, -0.31], [-1.12, 0.14, -1.20], [-0.74, 1.63, 0.46], [0.04, 0.25, -0.30], [0.58, 0.59, -1.04], [-0.27, -1.16, -0.67], [0.40, 0.09, 0.64], [-0.20, -0.29, 0.64], [0.34, 0.21, 0.04], [-1.42, -0.84, 1.47], [0.27, -0.20, 0.87], [-0.36, -0.16, -0.63], [0.67, 0.10, 0.23], [-0.51, 0.94, 0.08], [0.00, 0.24, 0.28], [0.01, 0.77, 0.89], [-0.20, 1.64, -0.88], [-0.15, -1.49, -0.77], [-0.39, 0.79, 0.12], [-0.10, -0.24, -0.31], [-0.03, -0.71, 0.36], [-1.04, -0.60, -0.26], [0.23, 0.31, -2.07], [-0.26, 0.73, 0.07], [-0.08, 0.41, 0.07], [-0.27, -0.98, -0.89], [-1.03, -1.53, -0.33], [-0.25, 0.17, 0.62], [-0.65, 0.46, 0.22], [-0.04, 0.72, -0.41], [-2.04, 1.55, 0.73], [0.09, -0.24, 0.15], [1.25, 0.76, 0.26], [-0.41, 0.70, -1.27], [-0.29, -0.16, 0.23], [-0.22, -0.16, 0.44], [-0.15, 0.36, -0.22], [1.75, -0.92, 0.73], [0.53, 0.51, 0.45], [-1.50, 0.13, -1.16], [-1.67, 0.59, -0.14], [-0.74, 0.09, -0.32], [1.03, 0.96, -0.42], [0.86, 0.13, -1.62], [-0.75, 0.32, 0.04], [-0.42, 0.85, 0.38], [0.54, 0.30, 0.61], [0.79, 0.66, 0.25], [0.64, 0.81, 0.49], [0.12, 0.15, -0.12], [-0.30, -2.35, 0.53], [-0.36, 0.21, -1.56], [-0.23, 0.01, 0.16], [-0.66, 0.04, -0.47], [0.16, -0.43, -0.27], [0.65, -0.33, 0.91], [1.31, -0.54, 1.05], [-0.24, -2.16, -1.29], [0.73, 0.74, 0.14], [-0.67, 0.84, 1.39], [1.12, 0.68, -0.28], [-0.41, -1.12, 0.25], [0.16, -0.16, -0.03], [-0.73, 0.24, -1.14], [0.21, 0.63, 0.03], [-0.13, -0.22, -0.03], [0.94, -0.24, 1.39], [1.00, 0.38, -0.64], [-0.73, 0.07, -2.19], [0.57, -0.18, 0.28], [0.38, -0.37, -0.51], [1.22, -0.49, 1.07], [0.85, -0.61, 1.74], [1.62, -0.18, -1.27], [-0.83, -1.04, 2.49], [-0.28, -0.38, -0.33], [-0.15, 0.52, 0.31], [-0.12, -0.05, -0.07], [0.01, -0.19, 0.06], [-0.05, -0.98, -0.53], [0.64, 0.16, -0.04], [-0.71, -0.62, -0.82], [1.36, -0.90, -0.12], [-0.09, -0.09, 0.19], [-1.20, 0.63, -1.27], [-1.22, -0.22, -0.88], [0.58, -0.25, 0.57], [1.64, -1.15, 1.23], [0.57, -0.98, 0.34], [0.46, 1.59, 0.88], [-0.03, -0.25, -0.39], [-0.71, 0.82, 0.11]], "mulliken_spin": [0.00, 0.00, 0.01, -0.01, -0.09, 0.00, 0.00, 0.01, 0.00, 0.00, 0.04, 0.00, 0.00, 0.00, -0.03, -0.01, 0.00, 0.03, 0.00, 0.00, 0.00, 0.00, 0.03, -0.01, 0.00, 0.01, 0.05, -0.01, 0.00, 0.00, -0.03, -0.03, 0.00, 0.03, 0.00, 0.02, 0.00, 0.00, 0.00, -0.01, 0.00, -0.03, 0.00, -0.01, 0.00, 0.00, 0.00, 0.00, 0.00, 0.00, 0.00, -0.01, 0.01, 0.00, 0.00, 0.01, 0.00, 2.67, 0.00, 0.00, 0.00, 0.00, 0.00, 0.00, 0.00, 0.00, 0.04, 0.00, 0.00, 0.00, 0.01, 0.00, 0.00, 0.00, 0.00, 0.00, 0.00, 0.00, 0.00, 0.00, 0.01, 0.01, 0.00, 0.00, 0.00, 0.19, -0.01, 0.00, 0.00, 0.06, 0.00, 0.34, 0.00, 0.01, -0.02, 0.01, 0.00, -0.09, 0.19, 0.00, -0.19, 0.12, 0.00, 0.00, -0.28, 0.00, 0.00, 0.01, 0.00, 0.01, 0.00, 0.00, 0.00, 0.01, -0.01, 0.00, 0.00, 0.00, 0.00, 0.00, -0.05]}

# 2
{"formula": "C5H13N3", "method": "the ωB97M-V functional and the def2-TZVPD basis", "lumo_energy_ha": 0.0327, "gap_ha": 0.30474, "smiles": "CC(C)=C(N)C(N)N", "energy_ha": -362.53832, "homo_energy_ev": -7.4, "species": ["H", "H", "H", "C", "C", "H", "H", "C", "H", "C", "H", "C", "H", "H", "N", "N", "H", "H", "N", "H", "H"], "positions_angstrom": [[1.1062, 2.2007, 0.4568], [-1.3270, -1.6581, 1.3063], [2.9236, -0.4331, 0.9507], [-0.1272, -0.3459, 0.2944], [2.3342, -0.7634, 0.0909], [-2.3824, -0.0395, -2.0726], [2.5130, 1.6847, -0.4943], [1.1013, 0.0948, -0.0818], [-2.7911, -0.0204, 1.0675], [-1.3267, 0.2906, -0.3495], [0.3300, -1.8502, 1.5943], [1.4442, 1.5429, -0.3461], [2.1057, -1.8180, 0.2217], [-2.5163, -1.2818, -1.0874], [-1.8598, -0.5641, -1.3776], [-2.3548, 0.7527, 0.5731], [0.9969, 1.8954, -1.2754], [-1.9818, 1.3889, 1.2665], [-0.3874, -1.5484, 0.9540], [-0.7666, 1.1468, -0.8982], [2.9661, -0.6746, -0.7931]], "forces_ev_per_angstrom": [[0.11, 0.00, -0.03], [0.25, 0.01, 0.04], [0.17, -0.04, 0.02], [0.67, -0.36, -1.05], [-0.29, 0.07, 0.40], [0.24, 0.21, 0.19], [0.07, -0.14, 0.21], [0.28, -0.73, 1.40], [0.07, 0.07, -0.10], [1.20, 1.57, -0.37], [-0.21, -0.05, 0.06], [-0.56, 0.06, -0.88], [-0.07, -0.11, -0.01], [0.35, 0.00, 0.52], [-0.40, -0.27, -0.88], [-0.35, 0.47, -0.08], [-0.05, 0.28, -0.09], [0.07, -0.02, 0.04], [0.34, -0.14, -0.22], [-1.93, -0.93, 0.88], [0.05, 0.05, -0.04]], "mulliken_charge": [0.30, 0.19, 0.33, 0.67, -1.62, 0.22, 0.41, 0.51, 0.27, 0.05, 0.21, -1.58, 0.42, 0.23, -0.59, -0.61, 0.42, 0.26, -0.54, 0.06, 0.40]}

# 3
{"formula": "C20H18ClN5O2PtS2", "method": "the ωB97M-V functional and the def2-TZVPD basis", "lumo_energy_ha": [-0.3486, -0.3486], "gap_ha": [0.11520, 0.11528], "energy_ha": -2572.43909, "homo_energy_ev": [-12.6, -12.6], "charge": 2, "species": ["C", "O", "H", "N", "S", "C", "C", "C", "O", "H", "H", "H", "H", "C", "Cl", "C", "N", "C", "H", "Pt", "N", "H", "C", "C", "C", "H", "C", "C", "C", "N", "H", "H", "N", "C", "C", "H", "H", "C", "C", "S", "C", "H", "H", "H", "C", "C", "H", "H", "H"], "positions_angstrom": [[-2.7866, -4.0358, -1.0843], [3.9926, 0.7196, -0.8614], [0.9621, -2.7909, -2.1918], [6.2075, -0.6952, 5.1270], [1.7256, -4.6054, -0.7420], [0.9331, 4.3426, 0.5093], [4.9707, 0.7296, 2.0079], [2.2333, 3.9122, 0.7677], [3.0506, -1.5431, -0.4621], [3.5964, -2.3700, 1.8195], [6.1868, -1.5517, 5.6498], [-1.0386, 3.5753, 0.0961], [5.0335, 1.6269, 1.4093], [1.6357, 1.7429, 0.4969], [-3.0052, -5.6529, -1.5256], [-2.4456, -2.4017, 0.6401], [0.5687, -2.4478, -0.1471], [-2.0702, -0.0273, 0.0107], [-2.4813, -0.9759, -2.4864], [0.0204, -0.3681, -0.0242], [2.5662, 2.6328, 0.7784], [-2.3052, 0.7265, -0.7364], [0.8067, -3.0784, 1.0491], [4.8244, -1.6719, 3.4318], [-2.6660, -3.6960, 0.2787], [6.7540, 0.0642, 5.4917], [-2.7369, -3.0409, -2.0807], [4.2186, -0.3447, 1.5368], [1.4184, -4.2773, 0.9140], [0.3529, 2.0667, 0.2586], [-2.8856, -3.3120, -3.1165], [-2.3123, 0.2582, 1.0323], [1.8536, 0.4109, 0.4424], [5.5706, -0.5853, 3.9469], [4.1521, -1.5448, 2.2426], [3.0258, 4.6152, 0.9967], [0.6590, 5.3853, 0.5168], [5.6389, 0.6142, 3.2007], [-2.5055, -1.7457, -1.7256], [3.3728, -0.2251, 0.0018], [0.0052, 3.3458, 0.2735], [4.8076, -2.6047, 3.9799], [0.4978, -2.6070, 1.9688], [-2.7561, -4.4666, 1.0314], [-2.3217, -1.3765, -0.3540], [1.0076, -3.1326, -1.1703], [-2.3757, -2.1343, 1.6876], [1.6900, -4.9759, 1.6868], [6.2409, 1.4302, 3.5777]], "forces_ev_per_angstrom": [[0.03, -0.07, -0.02], [-0.06, 0.07, -0.05], [0.04, 0.08, 0.00], [0.09, 0.01, 0.15], [-0.27, 0.34, 0.11], [0.04, -0.38, 0.00], [0.03, 0.03, -0.10], [-0.28, 0.08, 0.07], [0.00, 0.01, -0.01], [0.02, -0.06, 0.08], [0.03, 0.02, 0.01], [0.02, 0.00, -0.02], [0.01, 0.07, 0.07], [-0.11, 1.65, 0.04], [0.02, 0.35, 0.10], [0.03, -0.17, 0.08], [-0.37, 1.74, 0.55], [-1.56, 0.08, 0.13], [0.07, 0.03, -0.01], [0.77, -0.04, -0.45], [0.48, -0.49, -0.02], [0.30, 0.08, 0.01], [0.04, -0.30, 0.22], [0.09, 0.17, 0.09], [-0.02, -0.03, 0.35], [0.02, -0.03, 0.01], [0.00, 0.11, -0.21], [-0.34, 0.00, -0.71], [-0.05, 0.05, -0.15], [0.02, -2.66, -0.05], [-0.01, -0.04, -0.01], [0.28, 0.07, 0.01], [-0.84, -1.33, -0.04], [-0.21, 0.04, -0.32], [-0.03, 0.03, 0.00], [-0.02, 0.01, -0.03], [-0.05, 0.00, -0.02], [0.00, -0.21, 0.14], [0.15, -0.07, -0.30], [0.87, -0.17, 0.64], [-0.59, 0.59, -0.13], [-0.02, -0.02, -0.01], [0.08, -0.03, 0.03], [-0.03, -0.05, -0.03], [1.16, 0.68, 0.19], [0.08, -0.25, -0.37], [0.05, 0.01, -0.01], [0.03, 0.00, 0.03], [-0.01, 0.04, -0.04]], "mulliken_charge": [0.56, -0.67, 0.36, -0.45, -0.05, -0.93, -0.44, -0.02, -0.52, 0.44, 0.20, 0.42, 0.51, 0.45, -0.06, -0.11, 0.30, -1.12, 0.47, 0.88, -0.29, 0.48, -0.54, -0.85, -0.74, 0.20, -0.78, -0.16, -0.37, -0.24, 0.48, 0.54, -0.29, 1.12, -0.30, 0.46, 0.41, -0.79, -0.14, 1.20, 0.01, 0.32, 0.42, 0.51, 0.10, -0.31, 0.51, 0.50, 0.33]}